1.
This record from the Open Molecules 2025 dataset describes a structure of composition C6H12O. The level of theory is ωB97M-V with the def2-TZVPD basis set.

Kohn-Sham gap   7.95 eV
HOMO   -7.2 eV
LUMO level   0.719 eV
2S+1   1
E_tot   -8457.684 eV
Energy relative to the best compared isomer or geometry (same formula, charge and spin)   153.82 kcal per mole

The geometry in XYZ format:
```
19
Properties=species:S:1:pos:R:3:forces:R:3:lowdin_charge:R:1
C 1.622131 0.936579 0.600788 0.0 0.0 0.0 -0.08
C 0.737883 -0.288819 0.507458 0.9 -0.2 -0.1 -0.30
C 1.537393 -1.103093 -1.197295 -0.6 0.2 0.3 -0.02
C -0.717791 -0.001528 0.616659 -0.2 -0.1 -0.6 -0.21
C -1.996968 -0.730682 0.339677 -0.1 0.0 0.0 -0.08
C -1.749686 0.697973 -0.168164 0.1 -0.1 -0.2 -0.35
O -2.428782 1.826902 0.345600 0.3 -0.4 0.6 -0.04
H 1.508613 1.371650 1.602900 0.0 -0.1 -0.2 0.09
H 2.675779 0.697867 0.414708 -0.3 0.1 0.1 0.08
H 1.293908 1.684674 -0.132136 0.1 -0.2 0.2 0.09
H 1.019076 -1.167904 1.087211 -0.1 0.3 -0.1 0.13
H 2.518158 -1.406050 -0.824710 -0.2 0.1 0.0 0.04
H 1.604791 -0.327001 -1.968222 0.0 -0.2 0.2 0.04
H 0.954941 -1.968009 -1.541583 0.2 0.2 0.1 0.04
H 0.075856 -0.490469 -0.462549 -0.3 0.0 -0.1 0.13
H -2.068552 -1.515902 -0.426715 0.1 0.3 0.2 0.10
H -2.695496 -0.883448 1.169166 0.2 0.1 -0.2 0.10
H -1.690405 0.809842 -1.257662 0.0 -0.1 0.3 0.14
H -2.200855 1.857409 1.294860 -0.2 0.1 -0.6 0.10
```
Positions in Å, forces in eV/Å.

***

2.
This record from the Open Molecules 2025 dataset describes an isolated molecule of C6H12O. The level of theory is ωB97M-V with the def2-TZVPD basis set.

Kohn-Sham gap   9.59 eV
HOMO   -8.7 eV
LUMO level   0.938 eV
2S+1   1
SMILES   C=C(O)CCCC
E_tot   -8462.938 eV
Energy relative to the best compared isomer or geometry (same formula, charge and spin)   32.65 kcal per mole

The geometry in XYZ format:
```
19
Properties=species:S:1:pos:R:3:forces:R:3:lowdin_charge:R:1
C -1.360878 1.334288 0.603561 -0.5 -0.1 0.5 0.02
C -1.024795 0.130446 1.087710 -0.1 0.2 -0.2 -0.44
O -0.622626 -0.033830 2.375342 0.5 0.2 0.1 0.05
C -0.791070 -1.110683 0.284320 -0.1 0.1 0.0 -0.13
C 0.737961 -1.221903 0.041490 0.1 -0.2 0.0 -0.21
C 1.421933 0.057887 -0.423586 0.0 0.0 0.1 -0.27
C 0.724993 0.526638 -1.702623 -0.4 0.4 0.2 -0.11
H -2.033849 1.441462 -0.232083 0.5 0.0 -0.5 0.07
H 0.006041 1.302657 -1.312407 1.0 -0.2 -1.4 0.06
H -1.101121 2.235593 1.154302 -0.4 -0.1 0.2 0.07
H -0.786619 0.804766 2.827966 0.1 -0.2 0.1 0.11
H -1.132675 -2.010705 0.807276 0.0 0.2 0.0 0.12
H -1.320937 -1.049455 -0.671680 0.0 0.1 0.2 0.11
H 1.219620 -1.642077 0.930329 -0.1 0.0 -0.1 0.11
H 0.887320 -1.888859 -0.815211 -0.1 -0.4 0.4 0.11
H 2.496700 -0.144879 -0.521053 -0.2 0.0 -0.3 0.11
H 1.346424 0.894080 0.281000 0.0 -0.4 0.2 0.10
H 1.445579 0.763407 -2.502899 -0.5 0.7 0.4 0.08
H 0.057318 -0.228308 -2.133590 0.3 -0.2 0.1 0.06
```
Positions in Å, forces in eV/Å.

***

3.
This record from the Open Molecules 2025 dataset describes a cluster of 2 separate species, C6H12O in total. The level of theory is ωB97M-V with the def2-TZVPD basis set.

Kohn-Sham gap   9.71 eV
HOMO   -9.4 eV
LUMO level   0.292 eV
2S+1   1
SMILES   C/C=C(\C=O)CC.[H][H]
E_tot   -8462.062 eV
Energy relative to the best compared isomer or geometry (same formula, charge and spin)   52.86 kcal per mole

The geometry in XYZ format:
```
19
Properties=species:S:1:pos:R:3:forces:R:3:lowdin_charge:R:1
C -1.997073 -1.180877 0.660299 -0.1 0.0 0.1 -0.10
C -1.437805 -0.658812 -0.664704 -0.1 0.0 -0.1 -0.23
C -0.157539 0.126420 -0.503371 0.2 -0.1 0.0 -0.27
C 0.895709 -0.419458 0.121520 -0.1 0.0 -0.1 -0.14
C 2.253792 0.165955 0.220191 0.1 -0.1 -0.2 -0.11
C -0.108273 1.509843 -1.030888 0.2 0.1 -0.1 -0.23
O 0.867948 2.233284 -1.086003 -0.5 -0.3 0.0 0.02
H -2.882862 -1.802187 0.495244 0.1 0.1 0.0 0.07
H -1.256721 -1.792712 1.188731 -0.1 0.1 -0.1 0.06
H -2.270943 -0.352772 1.323448 0.0 -0.1 -0.1 0.08
H -1.246363 -1.502514 -1.339591 -0.1 0.1 0.1 0.11
H -2.188718 -0.031539 -1.160890 0.1 -0.1 0.1 0.10
H 0.109686 1.233998 1.694507 0.1 0.2 0.3 0.07
H 2.622054 -0.214774 -0.737383 0.9 0.3 0.0 0.10
H 0.822008 -1.445590 0.483753 -0.2 0.1 0.0 0.12
H 2.859469 -0.229348 1.042191 -0.2 -0.1 -0.2 0.08
H 0.787382 1.381253 1.955312 -0.1 0.2 0.3 0.08
H 2.286397 1.254985 0.184797 0.0 -0.3 0.0 0.06
H -1.080230 1.892739 -1.407468 0.0 -0.1 0.0 0.12
```
Positions in Å, forces in eV/Å.

***

4.
This record from the Open Molecules 2025 dataset describes an isolated molecule of C6H12O. The level of theory is ωB97M-V with the def2-TZVPD basis set.

Kohn-Sham gap   9.11 eV
HOMO   -8.0 eV
LUMO level   1.106 eV
2S+1   1
SMILES   C=CCCCOC
E_tot   -8461.584 eV
Energy relative to the best compared isomer or geometry (same formula, charge and spin)   63.87 kcal per mole

The geometry in XYZ format:
```
19
Properties=species:S:1:pos:R:3:forces:R:3:lowdin_charge:R:1
C 1.603051 -1.102250 0.347257 -0.7 -0.5 0.5 -0.08
C 1.411095 1.423876 -0.545021 -0.4 1.2 -0.4 -0.07
C 0.185158 1.332276 -0.030544 0.1 1.3 -0.7 -0.23
C -1.027617 0.840119 -0.782460 0.1 0.1 -0.1 -0.19
C -1.867893 -0.111132 0.071121 0.3 0.0 0.1 -0.17
C -0.884645 -1.131131 0.700433 0.1 -0.4 -0.1 -0.20
O 0.390914 -0.533173 0.950608 0.7 -1.0 0.2 -0.27
H 2.532505 -0.593395 0.672997 -1.0 0.0 0.2 0.10
H 1.591941 -2.093022 0.765973 0.5 -0.7 -0.1 0.08
H 1.689101 -1.164128 -0.758755 -0.8 0.3 0.6 0.09
H 2.227632 1.845481 0.028582 0.0 0.0 -0.1 0.06
H 1.593059 1.150999 -1.577034 0.1 -0.1 0.0 0.06
H -0.037363 1.747815 0.950597 0.2 -0.1 -0.1 0.12
H -1.601141 1.724348 -1.078922 -0.1 -0.2 -0.1 0.11
H -0.710726 0.326177 -1.698559 0.0 0.1 0.1 0.12
H -2.639910 -0.631355 -0.523146 0.4 0.1 0.2 0.11
H -2.422731 0.448548 0.838263 0.3 -0.1 0.0 0.11
H -1.289573 -1.509139 1.650473 0.2 0.0 -0.2 0.12
H -0.742865 -1.970918 0.018134 -0.1 -0.1 0.0 0.12
```
Positions in Å, forces in eV/Å.

***

5.
This record from the Open Molecules 2025 dataset describes an isolated molecule of C6H12O. The level of theory is ωB97M-V with the def2-TZVPD basis set.

Kohn-Sham gap   10.00 eV
HOMO   -9.0 eV
LUMO level   1.023 eV
2S+1   1
SMILES   C[C@@H]1OCC[C@@H]1C
E_tot   -8462.196 eV
Energy relative to the best compared isomer or geometry (same formula, charge and spin)   49.77 kcal per mole

The geometry in XYZ format:
```
19
Properties=species:S:1:pos:R:3:forces:R:3:lowdin_charge:R:1
C -0.957743 -1.661886 -0.673152 0.3 0.1 0.0 -0.06
C -0.574604 -0.168519 -0.582552 0.0 0.6 0.1 -0.34
C -0.975714 0.445231 0.766243 -0.3 0.0 0.1 -0.16
C -0.325421 1.834898 0.836087 -0.8 -0.2 -0.1 -0.28
O 0.933632 1.753236 0.229754 -0.6 -1.7 -1.9 -0.16
C 0.883133 0.277442 -0.701459 -0.4 4.0 1.6 -0.23
C 1.865427 -0.376329 0.114641 0.5 -3.0 -1.3 -0.08
H -2.047178 -1.771109 -0.556082 0.4 0.2 0.0 0.08
H -0.685726 -2.110871 -1.635984 0.0 0.1 0.1 0.08
H -0.489253 -2.252991 0.121645 0.0 0.1 -0.1 0.08
H -1.094079 0.353183 -1.391985 -0.2 0.0 0.1 0.14
H -0.616681 -0.207799 1.574667 0.0 0.2 -0.1 0.11
H -2.062882 0.499848 0.858889 0.0 0.0 0.1 0.12
H -0.302634 2.178012 1.891039 0.4 -0.1 -0.5 0.12
H -0.956889 2.554226 0.291237 -0.1 0.0 0.1 0.11
H 1.265646 0.446337 -1.728895 -0.5 0.4 0.7 0.15
H 1.542919 -0.614508 1.142082 0.2 0.0 -0.7 0.10
H 1.729029 -1.257552 -0.637636 1.7 -0.4 1.9 0.12
H 2.869012 0.079143 0.081457 -0.6 -0.4 -0.1 0.10
```
Positions in Å, forces in eV/Å.

***

6.
This record from the Open Molecules 2025 dataset describes an isolated molecule of C6H12O. The level of theory is ωB97M-V with the def2-TZVPD basis set.

Kohn-Sham gap   8.98 eV
HOMO   -8.3 eV
LUMO level   0.677 eV
2S+1   1
E_tot   -8460.481 eV
Energy relative to the best compared isomer or geometry (same formula, charge and spin)   89.31 kcal per mole

The geometry in XYZ format:
```
19
Properties=species:S:1:pos:R:3:forces:R:3:lowdin_charge:R:1
C 2.368492 0.359831 -0.314267 0.0 0.0 -0.1 -0.04
C 1.241263 -0.240192 0.509584 0.0 0.1 -0.3 -0.46
O 1.709938 -0.295050 1.846704 -0.2 -0.1 0.2 -0.04
C -0.039524 0.602726 0.443077 0.1 0.0 0.1 -0.17
C -0.728643 0.580036 -0.965856 -0.1 0.0 0.0 -0.26
C -2.099249 0.591222 -0.404918 0.3 -0.4 -0.1 -0.03
C -2.611598 -0.797261 -0.230339 0.1 0.1 0.0 -0.18
H 2.109645 0.373737 -1.378139 0.1 0.0 0.1 0.08
H 3.285262 -0.222704 -0.176588 -0.2 0.1 -0.1 0.08
H 2.562092 1.389783 0.010223 0.0 -0.2 0.0 0.09
H 1.020012 -1.263154 0.152016 0.0 0.3 0.0 0.14
H 1.000327 -0.652256 2.396317 0.2 0.1 0.0 0.09
H 0.178763 1.635156 0.733211 0.0 -0.2 0.0 0.13
H -0.418948 -0.331218 -1.514747 -0.1 0.1 0.2 0.11
H -0.433955 1.468930 -1.542263 -0.2 -0.2 0.3 0.11
H -0.718066 0.201692 1.215630 0.0 0.1 -0.1 0.11
H -1.884774 -1.624754 -0.347201 -0.2 0.2 0.0 0.07
H -3.302738 -0.826115 -1.093516 0.0 -0.1 0.1 0.10
H -3.238302 -0.950407 0.661081 0.1 0.2 -0.3 0.07
```
Positions in Å, forces in eV/Å.

***

Copy entry 1 word for word.
This record from the Open Molecules 2025 dataset describes a structure of composition C6H12O. The level of theory is ωB97M-V with the def2-TZVPD basis set.

Kohn-Sham gap   7.95 eV
HOMO   -7.2 eV
LUMO level   0.719 eV
2S+1   1
E_tot   -8457.684 eV
Energy relative to the best compared isomer or geometry (same formula, charge and spin)   153.82 kcal per mole

The geometry in XYZ format:
```
19
Properties=species:S:1:pos:R:3:forces:R:3:lowdin_charge:R:1
C 1.622131 0.936579 0.600788 0.0 0.0 0.0 -0.08
C 0.737883 -0.288819 0.507458 0.9 -0.2 -0.1 -0.30
C 1.537393 -1.103093 -1.197295 -0.6 0.2 0.3 -0.02
C -0.717791 -0.001528 0.616659 -0.2 -0.1 -0.6 -0.21
C -1.996968 -0.730682 0.339677 -0.1 0.0 0.0 -0.08
C -1.749686 0.697973 -0.168164 0.1 -0.1 -0.2 -0.35
O -2.428782 1.826902 0.345600 0.3 -0.4 0.6 -0.04
H 1.508613 1.371650 1.602900 0.0 -0.1 -0.2 0.09
H 2.675779 0.697867 0.414708 -0.3 0.1 0.1 0.08
H 1.293908 1.684674 -0.132136 0.1 -0.2 0.2 0.09
H 1.019076 -1.167904 1.087211 -0.1 0.3 -0.1 0.13
H 2.518158 -1.406050 -0.824710 -0.2 0.1 0.0 0.04
H 1.604791 -0.327001 -1.968222 0.0 -0.2 0.2 0.04
H 0.954941 -1.968009 -1.541583 0.2 0.2 0.1 0.04
H 0.075856 -0.490469 -0.462549 -0.3 0.0 -0.1 0.13
H -2.068552 -1.515902 -0.426715 0.1 0.3 0.2 0.10
H -2.695496 -0.883448 1.169166 0.2 0.1 -0.2 0.10
H -1.690405 0.809842 -1.257662 0.0 -0.1 0.3 0.14
H -2.200855 1.857409 1.294860 -0.2 0.1 -0.6 0.10
```
Positions in Å, forces in eV/Å.

***

Copy entry 4 word for word.
This record from the Open Molecules 2025 dataset describes an isolated molecule of C6H12O. The level of theory is ωB97M-V with the def2-TZVPD basis set.

Kohn-Sham gap   9.11 eV
HOMO   -8.0 eV
LUMO level   1.106 eV
2S+1   1
SMILES   C=CCCCOC
E_tot   -8461.584 eV
Energy relative to the best compared isomer or geometry (same formula, charge and spin)   63.87 kcal per mole

The geometry in XYZ format:
```
19
Properties=species:S:1:pos:R:3:forces:R:3:lowdin_charge:R:1
C 1.603051 -1.102250 0.347257 -0.7 -0.5 0.5 -0.08
C 1.411095 1.423876 -0.545021 -0.4 1.2 -0.4 -0.07
C 0.185158 1.332276 -0.030544 0.1 1.3 -0.7 -0.23
C -1.027617 0.840119 -0.782460 0.1 0.1 -0.1 -0.19
C -1.867893 -0.111132 0.071121 0.3 0.0 0.1 -0.17
C -0.884645 -1.131131 0.700433 0.1 -0.4 -0.1 -0.20
O 0.390914 -0.533173 0.950608 0.7 -1.0 0.2 -0.27
H 2.532505 -0.593395 0.672997 -1.0 0.0 0.2 0.10
H 1.591941 -2.093022 0.765973 0.5 -0.7 -0.1 0.08
H 1.689101 -1.164128 -0.758755 -0.8 0.3 0.6 0.09
H 2.227632 1.845481 0.028582 0.0 0.0 -0.1 0.06
H 1.593059 1.150999 -1.577034 0.1 -0.1 0.0 0.06
H -0.037363 1.747815 0.950597 0.2 -0.1 -0.1 0.12
H -1.601141 1.724348 -1.078922 -0.1 -0.2 -0.1 0.11
H -0.710726 0.326177 -1.698559 0.0 0.1 0.1 0.12
H -2.639910 -0.631355 -0.523146 0.4 0.1 0.2 0.11
H -2.422731 0.448548 0.838263 0.3 -0.1 0.0 0.11
H -1.289573 -1.509139 1.650473 0.2 0.0 -0.2 0.12
H -0.742865 -1.970918 0.018134 -0.1 -0.1 0.0 0.12
```
Positions in Å, forces in eV/Å.

***

Question: Which of these has the highest energy relative to the best compared isomer or geometry (same formula, charge and spin)?
Answer: number 1